A structure of composition C6H8N2. Source: the OMol25 dataset; level of theory: ωB97M-V with the def2-TZVPD basis set.

The geometry in XYZ format:
```
16
Properties=species:S:1:pos:R:3:lowdin_charge:R:1
C 1.20903 -0.50703 -0.17701 -0.1248
C 0.78108 -1.87268 0.23594 -0.0777
C -1.07378 0.22120 -0.46688 -0.2961
C -0.71061 1.29241 0.51502 -0.3576
C 0.65870 1.31242 0.03196 0.0107
C 0.38313 0.30985 -1.06944 -0.2163
N -1.97906 -0.60828 -0.67428 0.1833
N -1.50040 1.97581 1.24236 0.1424
H 2.26068 -0.29577 -0.01587 0.1103
H -2.80824 -0.44836 -0.10403 0.0703
H -1.07741 2.83412 1.59417 0.0477
H 1.35171 2.14190 0.01963 0.1190
H 0.52069 0.33060 -2.14540 0.1382
H -0.07623 -1.82764 0.91476 0.0827
H 1.59499 -2.41054 0.73593 0.0781
H 0.46572 -2.44802 -0.63688 0.0897
```

Electronic energy ... -342.79695 hartree
Relative energy (zero: lowest compared OMol25 entry of this formula, charge and spin) ... 86.0 kcal/mol
Multiplicity ... 1
Largest force on an atom ... 0.0381 hartree/bohr
E_HOMO ... -8.8872 eV

=====

A cluster of 2 separate species, C5H8N2O4 in total. Source: the OMol25 dataset; level of theory: ωB97M-V with the def2-TZVPD basis set.

The geometry in XYZ format:
```
19
Properties=species:S:1:pos:R:3:lowdin_charge:R:1
C -0.80488 -0.18154 -2.65241 -0.4440
C -0.73943 -1.17242 0.87815 0.0130
C 0.36948 -0.23848 0.56142 -0.2948
C -0.62874 2.09798 0.43633 -0.0711
C 0.37685 1.16909 1.16532 -0.1472
N 1.41871 -0.55236 -0.04924 0.1716
N 1.78778 -1.73687 -0.49656 -0.4503
O 0.11319 0.42915 -2.91378 0.2336
O 1.89316 -1.89779 -1.71301 0.0705
O 2.17267 -2.53207 0.34683 0.0785
O -1.71514 -0.82441 -2.31351 0.1780
H -1.39271 -1.20348 -0.08032 0.1143
H -1.29335 -1.01867 1.74475 0.0682
H -0.41171 -2.17729 0.91071 0.0684
H -0.51211 2.19519 -0.54538 0.0118
H -0.57904 3.10856 0.82298 0.0754
H -1.68018 1.78275 0.58198 0.0907
H 0.20310 1.13488 2.21425 0.0977
H 1.42236 1.61778 1.10149 0.1358
```

Electronic energy ... -605.67740 hartree
Relative energy (zero: lowest compared OMol25 entry of this formula, charge and spin) ... 88.8 kcal/mol
Multiplicity ... 1
Largest force on an atom ... 0.0908 hartree/bohr
E_HOMO ... -10.6106 eV

=====

A cluster of 12 separate species, C59H119F4N15O11S4 in total. Source: the OMol25 dataset; level of theory: ωB97M-V with the def2-TZVPD basis set.

The geometry in XYZ format:
```
212
Properties=species:S:1:pos:R:3:lowdin_charge:R:1
C -0.48685 -1.71893 1.64307 -0.0757
C -0.82709 -0.80402 0.40786 -0.7983
C 0.34140 -0.19635 -0.22059 -0.1350
O -1.69595 -1.32016 -0.47113 -0.3577
H 0.11869 -2.58367 1.37173 0.0476
H -1.49780 -1.95543 1.97496 0.0444
H 0.08730 -1.23489 2.43311 0.0522
H -1.36234 0.06591 0.78842 0.0729
H -0.06586 0.61565 -0.82302 0.0464
H 0.82418 -0.91360 -0.88435 0.0674
H 1.04974 0.33842 0.41217 0.0644
C -1.45315 -8.88511 6.20413 -0.0523
C -2.54783 -8.23571 7.04321 -0.1915
N -2.25788 -6.87249 7.43289 -0.0628
C -1.72590 -5.88667 6.56368 0.0593
C -1.50530 -4.75173 7.43511 0.0389
N -1.84452 -5.13636 8.74548 -0.0931
C -2.31015 -6.39058 8.72698 0.0038
C -1.83193 -4.29415 9.99176 0.0498
H -1.85528 -9.83457 5.85068 0.0918
H -0.60135 -9.11689 6.84350 0.0883
H -1.25551 -8.36450 5.26712 0.0740
H -2.71753 -8.84492 7.93100 0.1276
H -3.56366 -8.29402 6.65232 0.1337
H -1.60288 -6.09614 5.51136 0.1271
H -1.11251 -3.75825 7.27659 0.1314
H -2.67855 -6.94769 9.57569 0.1663
H -0.90902 -3.71423 9.98446 0.1080
H -2.01926 -4.97415 10.82279 0.1008
H -2.66685 -3.59344 9.98650 0.1002
C -8.37401 4.16748 1.14568 -0.0763
C -7.47762 4.64710 2.26746 -0.1862
N -6.82514 3.52102 2.90868 -0.0622
C -5.65212 2.93762 2.43906 -0.0103
C -5.13597 2.20076 3.45112 0.0301
N -6.05299 2.22913 4.55262 -0.0623
C -7.12139 3.04495 4.19876 0.0804
C -5.81805 1.60991 5.88901 0.0211
H -7.72858 3.60587 0.47031 0.0656
H -8.90527 4.97391 0.64020 0.0886
H -9.13964 3.48083 1.50685 0.0826
H -8.13428 5.21318 2.92811 0.1368
H -6.71670 5.27535 1.80441 0.1323
H -5.25422 3.13254 1.45413 0.1394
H -4.21830 1.65659 3.61899 0.1461
H -7.95435 3.29199 4.84029 0.1647
H -6.19585 0.58782 5.91539 0.0920
H -6.40431 2.12048 6.65303 0.1013
H -4.79537 1.54080 6.25976 0.1127
C -7.59323 -4.60857 4.05342 -0.0552
C -6.61068 -3.67463 3.33798 -0.1388
N -7.28661 -2.79287 2.35944 -0.0445
C -8.41254 -2.01210 2.62748 0.0192
C -8.80644 -1.48955 1.39405 -0.0027
N -7.88319 -1.86553 0.45049 -0.1165
C -6.91268 -2.60941 1.09696 0.0466
C -7.86625 -1.49859 -0.92589 0.0017
H -8.08970 -5.28674 3.35938 0.0934
H -8.43704 -4.09190 4.51075 0.0668
H -7.14757 -5.17280 4.87264 0.0890
H -5.75591 -4.19506 2.90599 0.1396
H -6.14936 -3.00876 4.06727 0.1202
H -8.71637 -1.92079 3.65983 0.1314
H -9.57352 -0.78576 1.10654 0.1331
H -6.06539 -2.93327 0.51078 0.1825
H -7.39041 -2.30475 -1.48425 0.1192
H -7.43585 -0.49741 -0.90377 0.1012
H -8.88129 -1.37485 -1.30335 0.1071
C -3.40797 2.77950 -4.98701 -0.0539
C -3.98125 2.94781 -3.55278 -0.1562
N -4.93955 4.02356 -3.50775 -0.0559
C -4.68587 5.37198 -3.45381 0.0144
C -5.89587 6.05175 -3.71182 -0.0093
N -6.83327 5.17535 -4.12337 -0.0794
C -6.22177 3.93798 -4.00551 0.0172
C -8.20620 5.46085 -4.59011 0.0393
H -2.83197 1.85553 -5.03822 0.0851
H -2.65317 3.47914 -5.34603 0.0753
H -4.19594 2.68367 -5.73401 0.0785
H -3.14131 3.09207 -2.87320 0.1347
H -4.40933 1.99916 -3.22887 0.1324
H -3.67025 5.65508 -3.21980 0.1383
H -6.20112 7.08663 -3.66432 0.1404
H -6.72592 3.02130 -4.27367 0.1647
H -8.52420 6.49616 -4.46726 0.1105
H -8.89281 4.76979 -4.10113 0.1055
H -8.23192 5.28015 -5.66472 0.1102
C 4.13573 -5.67519 -7.45807 -0.0591
C 2.90523 -5.12607 -8.20269 -0.1263
N 1.78865 -4.80907 -7.22550 -0.0511
C 2.02640 -4.19798 -5.97904 0.0259
C 0.78965 -3.87501 -5.46503 -0.0089
N -0.15471 -4.24132 -6.35685 -0.1163
C 0.44319 -4.91539 -7.44913 0.0614
C -1.57550 -4.16274 -6.13577 0.0058
H 4.61782 -4.87483 -6.89674 0.0786
H 4.81704 -6.30215 -8.03325 0.0913
H 3.84317 -6.37168 -6.67232 0.0835
H 2.52840 -5.75271 -9.01103 0.1244
H 3.06673 -4.14939 -8.65889 0.1261
H 3.04506 -3.96127 -5.70944 0.1352
H 0.47155 -3.37533 -4.56196 0.1457
H 0.00985 -5.26485 -8.37460 0.1606
H -2.08399 -3.60230 -6.92027 0.1032
H -1.69603 -3.71892 -5.14753 0.1045
H -1.93509 -5.18960 -6.06966 0.1122
C 3.50565 -7.49026 6.34620 -0.1043
C 4.26113 -7.15744 5.11438 -0.2571
C 3.56048 -7.57259 3.83084 -0.1267
N 4.23370 -7.08767 2.53179 -0.2065
C 5.55218 -7.92804 2.42378 0.0504
C 4.47554 -5.54738 2.50259 -0.0724
C 4.32912 -5.11726 0.99559 -0.1270
C 3.28104 -6.05767 0.47276 -0.1800
C 3.29608 -7.31716 1.26972 -0.0586
H 4.07551 -7.30145 7.25598 0.0914
H 3.16780 -8.52659 6.34349 0.0832
H 2.64356 -6.83393 6.46512 0.0770
H 5.28143 -7.53162 5.19854 0.1122
H 4.35026 -6.07154 5.14542 0.1143
H 2.59701 -7.06632 3.77158 0.1293
H 3.39326 -8.64794 3.76953 0.1413
H 5.19391 -8.90925 2.11238 0.1016
H 6.12157 -7.93128 3.35323 0.0953
H 6.17802 -7.56450 1.60875 0.1081
H 5.45545 -5.28136 2.89895 0.1347
H 3.71111 -5.07485 3.11940 0.1283
H 5.33572 -5.33081 0.63610 0.1182
H 4.06518 -4.06096 0.94394 0.1324
H 3.33833 -6.15360 -0.61150 0.1299
H 2.35559 -5.50048 0.61836 0.1219
H 3.74988 -8.12887 0.70113 0.1294
H 2.27774 -7.49424 1.61572 0.1323
C 3.33640 8.17374 -11.02457 -0.0657
C 3.74892 7.91474 -9.52840 -0.2051
C 2.68339 7.16731 -8.65020 -0.1390
N 3.13906 6.82851 -7.23388 -0.2419
C 3.66103 8.05417 -6.44152 0.0694
C 4.07100 5.61548 -7.30111 -0.0691
C 3.88710 4.89852 -5.94269 -0.1386
C 2.55473 5.35121 -5.48170 -0.1938
C 1.90211 6.11792 -6.62717 -0.0745
H 4.22673 8.42401 -11.60142 0.0829
H 2.61559 8.97662 -11.17925 0.0799
H 2.93355 7.22340 -11.37483 0.0729
H 3.79820 8.90447 -9.07443 0.0981
H 4.72243 7.42480 -9.50977 0.1059
H 2.32213 6.26887 -9.15060 0.1254
H 1.82530 7.83907 -8.62765 0.1360
H 4.61854 8.39252 -6.83748 0.1133
H 3.64593 7.72847 -5.40142 0.0937
H 2.95387 8.88315 -6.46979 0.1117
H 4.98977 6.05669 -7.68748 0.1350
H 3.68170 4.92898 -8.05295 0.1380
H 4.69802 5.25668 -5.30848 0.1242
H 3.89602 3.81108 -6.01676 0.1332
H 2.71165 5.98487 -4.60880 0.1023
H 2.04239 4.65120 -4.82169 0.1306
H 1.33992 6.95537 -6.21399 0.1326
H 1.34311 5.47810 -7.31000 0.1419
C 4.11217 5.38944 2.95475 -0.0683
C 4.77564 6.14474 1.73150 -0.2303
C 5.32311 7.53663 2.05443 -0.1252
N 6.22333 8.22864 0.98889 -0.2052
C 5.34403 8.52032 -0.22962 0.0384
C 6.87122 9.52188 1.58254 -0.0788
C 8.34190 9.46371 1.27774 -0.1609
C 8.57123 8.35388 0.26905 -0.1532
C 7.49481 7.35883 0.66072 -0.0852
H 3.77141 4.41531 2.60391 0.0793
H 3.17316 5.85959 3.24681 0.0746
H 4.75596 5.17723 3.80833 0.0839
H 3.98714 6.12764 0.97910 0.0969
H 5.52942 5.46280 1.33797 0.1053
H 5.88667 7.45666 2.98399 0.1357
H 4.42874 8.12378 2.26287 0.1366
H 6.08190 8.84465 -0.96343 0.1000
H 4.66557 9.31738 0.07449 0.1102
H 4.89521 7.58562 -0.56579 0.0971
H 6.41015 10.40765 1.14559 0.1293
H 6.70744 9.69320 2.64647 0.1370
H 8.73888 10.40516 0.89805 0.1284
H 8.97207 9.25140 2.14139 0.1294
H 8.38629 8.66660 -0.75861 0.1126
H 9.57571 7.93234 0.23107 0.1372
H 7.44193 6.62033 -0.13923 0.1360
H 7.68110 6.74787 1.54397 0.1390
N 0.67393 0.27828 8.25554 -0.2852
S 2.14751 -0.40286 7.78990 0.5697
O 3.31124 0.18939 8.36116 -0.2569
O 2.25025 -0.82808 6.40354 -0.2998
F 2.04083 -1.83846 8.56186 -0.2332
S 0.73494 1.49729 7.46579 0.3840
O 0.28780 1.41954 6.09752 -0.3262
O 1.73009 2.55827 7.75531 -0.3130
F -0.56387 2.21984 8.11542 -0.2432
N -3.17595 -8.88498 -0.41411 -0.2408
S -4.73593 -9.21666 0.16155 0.5641
O -5.89024 -9.14932 -0.73547 -0.2910
O -4.99265 -8.94615 1.55389 -0.3048
F -4.48758 -10.82492 0.26106 -0.2226
S -3.48808 -7.42601 -0.45305 0.3663
O -3.22840 -6.80184 0.83141 -0.3309
O -4.46878 -6.91591 -1.38655 -0.3008
F -2.09607 -7.03563 -1.19843 -0.2429
C 6.60269 0.26406 -2.51214 -0.0782
C 7.34094 -1.06094 -2.84050 -0.7914
O 8.07336 -1.61023 -1.94879 -0.1274
O 6.91523 -1.61094 -3.86748 -0.1215
H 6.77229 1.05520 -3.24250 0.0359
H 6.94270 0.65838 -1.55453 0.0416
H 5.52111 0.15751 -2.42896 0.0427
```

Electronic energy ... -5958.86609 hartree
Multiplicity ... 1
Largest force on an atom ... 0.2292 hartree/bohr
E_HOMO ... -9.9925 eV
Charge ... +4

=====

The molecule C6H5Cl3O. Source: the OMol25 dataset; level of theory: ωB97M-V with the def2-TZVPD basis set.

The geometry in XYZ format:
```
15
Properties=species:S:1:pos:R:3:lowdin_charge:R:1
C -0.51958 -0.63546 -0.99715 -0.0983
C -0.57103 0.57515 -0.40980 -0.0535
C 0.63683 -1.39577 -0.83621 -0.1382
C 0.49483 0.91648 0.52192 -0.4615
C 1.81263 -0.98125 -0.27039 -0.7139
C 1.87271 0.52780 0.01394 -1.1499
O 0.35536 0.20808 1.76760 -0.0424
Cl 3.29056 -1.85587 -0.23636 0.6997
Cl 2.20602 1.33192 -1.48854 0.7150
Cl 3.17760 1.06943 1.15212 0.6224
H -1.46308 -1.09068 -1.36216 0.1302
H -1.43308 1.22607 -0.49982 0.1205
H 0.61374 -2.49598 -1.13024 0.1368
H 0.63530 1.89862 0.86307 0.1166
H -0.49208 -0.28511 1.71101 0.1163
```

Electronic energy ... -1687.38768 hartree
Relative energy (zero: lowest compared OMol25 entry of this formula, charge and spin) ... 36.2 kcal/mol
Multiplicity ... 1
Largest force on an atom ... 0.1037 hartree/bohr
E_HOMO ... -8.9446 eV

=====

A structure of composition C5H9NO. Source: the OMol25 dataset; level of theory: ωB97M-V with the def2-TZVPD basis set.

The geometry in XYZ format:
```
16
Properties=species:S:1:pos:R:3:lowdin_charge:R:1
C -0.63823 0.67256 -1.19544 -0.0335
C 0.01598 -0.04115 0.00450 -0.5350
C 0.28076 0.96971 1.12530 -0.0361
C -0.83064 -1.22682 0.50008 -0.0304
N 1.99158 -1.57841 -0.68147 0.3036
C 1.33934 -0.53089 -0.46434 -0.5332
O 2.42056 0.08007 -0.88442 0.0471
H 0.01446 1.47097 -1.56242 0.0917
H -1.58999 1.12579 -0.89606 0.0910
H -0.83464 -0.01767 -2.02217 0.0958
H -0.66647 1.39163 1.47600 0.0941
H 0.91792 1.78651 0.77099 0.0927
H 0.77474 0.47877 1.96907 0.0941
H -0.69777 -1.44125 1.56600 0.0876
H -1.88151 -0.98883 0.34020 0.0831
H -0.61608 -2.15098 -0.04583 0.0873
```

Electronic energy ... -325.80120 hartree
Relative energy (zero: lowest compared OMol25 entry of this formula, charge and spin) ... 85.6 kcal/mol
Multiplicity ... 1
Largest force on an atom ... 0.0078 hartree/bohr
E_HOMO ... -9.7387 eV